The following is a quantum chemistry calculation of a 2-piece molecular cluster, C10H18ClF3NO2S overall in a non-equilibrium geometry, from the Open Molecules 2025 dataset.

Each line ends with the Löwdin charge.
Cartesian coordinates (Å):
C -0.51382 -1.38115 -1.15508  -0.14
C -0.21565 -0.20534 -2.08787  -0.26
C -0.11727 1.22120 -1.48589  -0.69
Cl -0.02168 1.13091 0.39748  0.52
C -1.10971 2.26404 -1.91602  -0.71
S -0.52981 2.93610 -3.49153  0.62
C -2.52358 1.74170 -2.15636  -0.27
C -3.12193 1.16973 -0.88615  -0.31
O -3.65520 2.21830 -0.08025  -0.01
C -4.25598 0.15723 -1.10065  -0.52
F -4.13146 -0.56458 -2.23890  0.11
F -5.49137 0.72997 -1.13428  0.11
F -4.28143 -0.75741 -0.08071  0.10
H 0.33157 -1.55736 -0.50022  0.04
H -1.41212 -1.23383 -0.56746  0.04
H -0.64786 -2.28809 -1.74542  0.07
H 0.76005 -0.42155 -2.51973  0.10
H -0.92006 -0.20147 -2.91277  0.09
H 0.85975 1.60874 -1.73122  0.04
H -0.14176 4.17123 -3.13063  -0.20
H -3.15135 2.58976 -2.42752  0.10
H -2.61439 1.03757 -2.99359  0.08
H -2.38089 0.65261 -0.29130  0.08
H -3.09597 2.28369 0.68673  0.08
C 2.81015 -0.18551 2.46583  -0.02
C 3.08191 -1.57927 1.95010  -0.54
O 2.70128 -1.97347 0.86555  0.04
N 3.80291 -2.41101 2.76426  0.00
C 4.34371 -2.13182 4.07815  -0.09
H 2.21998 0.37375 1.74363  0.02
H 2.25286 -0.22767 3.40298  0.08
H 3.75272 0.33858 2.63646  0.08
H 3.95508 -3.32416 2.36888  0.13
H 5.43056 -2.24457 4.07729  0.08
H 3.92662 -2.81875 4.81830  0.08
H 4.10409 -1.11813 4.37789  0.07

LUMO in hartree: 0.091
Total charge: -1